No. 1
Formula: C21H43MnN2OP3S
Source: the Open Molecules 2025 dataset
Level of theory: ωB97M-V/def2-TZVPD

- DFT total energy (hartree) = -3582.97222
- frontier orbital gap (alpha / beta) (Eh) = 0.1545 / 0.1933
- HOMO (alpha / beta) (eV) = -15.21 / -15.21
- net charge = +3
- LUMO energy (alpha / beta) (eV) = -11.0 / -9.9
- spin multiplicity = 5

CARTESIAN COORDINATES (ANGSTROEM)
Mn: -0.0343 -0.5839 0.5129
P: -1.7284 -2.1497 0.8815
P: 1.6042 -1.1485 2.4791
P: 1.3871 -1.7737 -1.0553
H: -0.5694 5.8485 -6.5282
C: -0.6377 4.9501 -7.1544
C: -1.8270 4.3904 -7.4467
H: -2.7660 4.8184 -7.0738
C: -3.2840 -1.4751 1.5531
C: -1.4258 -3.6348 1.8979
C: -2.2349 -2.7620 -0.7625
C: 3.1667 -0.2050 2.5759
C: 0.7794 -0.8907 4.0563
C: 2.0464 -2.9003 2.5366
C: 0.8967 -1.6844 -2.8115
C: 1.6130 -3.5828 -0.8246
C: 3.1188 -1.1739 -1.1252
H: 0.2983 4.5446 -7.5594
H: -1.8994 3.5093 -8.0968
H: -3.5641 -0.5569 1.0200
H: -3.1773 -1.2476 2.6221
H: -4.0703 -2.2325 1.4214
H: -1.1519 -3.3406 2.9236
H: -0.6174 -4.2456 1.4689
H: -2.3521 -4.2287 1.9273
H: -2.5182 -1.8967 -1.3864
H: -3.0984 -3.4295 -0.6235
H: -1.4128 -3.3055 -1.2570
H: 3.6929 -0.5077 3.4915
H: 2.9248 0.8703 2.5970
H: 3.7763 -0.4125 1.6817
H: 1.3937 -1.3903 4.8202
H: -0.2298 -1.3214 4.0778
H: 0.7027 0.1696 4.3071
H: 3.1275 -2.9615 2.7204
H: 1.8077 -3.4532 1.6216
H: 1.5128 -3.3776 3.3715
H: 1.4120 -2.4779 -3.3727
H: 1.1731 -0.7028 -3.2164
H: -0.1907 -1.8102 -2.9060
H: 1.8005 -4.0341 -1.8095
H: 0.7236 -4.0562 -0.3832
H: 2.4882 -3.7728 -0.1888
H: 3.5787 -1.5481 -2.0511
H: 3.6948 -1.5399 -0.2638
H: 3.1417 -0.0747 -1.1356
C: -0.8228 1.2056 -2.3079
C: 0.3253 2.0661 -2.1840
C: 0.7902 2.7837 -3.2701
C: 0.1368 2.7391 -4.4972
C: -1.0095 1.9522 -4.6408
C: -1.4983 1.2188 -3.5752
O: -1.2532 0.4204 -1.3917
H: 1.4739 -0.3466 1.0774
H: 0.8081 2.1179 -1.2107
H: 1.6994 3.3910 -3.1692
H: 0.4881 3.3188 -5.3563
H: -1.5173 1.9027 -5.6016
H: -2.3916 0.6020 -3.6434
C: -2.0997 1.0822 4.6204
N: -1.0578 2.0002 4.1765
C: -0.4423 2.9283 5.0070
C: 0.4371 3.6185 4.2296
N: 0.3563 3.1031 2.9457
C: -0.5498 2.0799 2.9063
S: -1.0698 1.2583 1.5111
H: -2.4775 0.5314 3.7563
H: -1.7181 0.3724 5.3669
H: -2.9345 1.6251 5.0788
H: -0.7023 2.9948 6.0542
H: 1.1340 4.3954 4.4837
H: 0.8235 3.4268 2.1012

Atomic partial charges in e from the Löwdin method, atoms 1 to 8: atom 1 (Mn): 0.09, atom 2 (P): 0.75, atom 3 (P): 0.81, atom 4 (P): 0.80, atom 5 (H): 0.06, atom 6 (C): -0.10, atom 7 (C): -0.08, atom 8 (H): 0.06

No. 2
Formula: C2H6NO3S
Source: the Open Molecules 2025 dataset
Level of theory: ωB97M-V/def2-TZVPD

- DFT total energy (hartree) = -758.09115
- frontier orbital gap (Eh) = 0.3608
- HOMO (eV) = -16.64
- net charge = +1
- LUMO energy (eV) = -6.8
- energy above the lowest of the compared OMol25 structures with the same formula, charge and spin (kcal/mol) = 12.6

CARTESIAN COORDINATES (ANGSTROEM)
C: 1.3768 0.8559 -0.3763
C: 1.0411 -1.4051 0.3246
N: 0.6616 -0.2363 0.1588
O: -1.4321 1.1962 -0.8147
O: -1.8153 -1.3697 -0.6058
O: -2.6400 0.2702 1.0074
S: -1.5285 -0.0626 -0.1419
H: 2.3778 0.8360 0.0487
H: 1.3160 0.7267 -1.4443
H: 0.8661 1.7210 -0.1035
H: 2.1287 -1.5639 0.1958
H: 0.3782 -2.2038 0.5806
H: -2.7303 1.2353 1.1705

Atomic partial charges in e from the Löwdin method, atoms 1 to 8: atom 1 (C): -0.03, atom 2 (C): 0.11, atom 3 (N): -0.11, atom 4 (O): -0.23, atom 5 (O): -0.18, atom 6 (O): -0.10, atom 7 (S): 0.84, atom 8 (H): 0.13

No. 3
Formula: C4H22N2O7S
Source: the Open Molecules 2025 dataset
Level of theory: ωB97M-V/def2-TZVPD

- DFT total energy (hartree) = -1199.88006
- frontier orbital gap (Eh) = 0.3364
- HOMO (eV) = -8.90
- net charge = 0
- structure (SMILES) = NC[C@@H](CS)NC=O.O.O.O.O.O.O
- LUMO energy (eV) = 0.3
- energy above the lowest of the compared OMol25 structures with the same formula, charge and spin (kcal/mol) = 101.7

CARTESIAN COORDINATES (ANGSTROEM)
O: -1.8366 -0.3935 1.4773
C: -2.3646 -0.0411 0.4160
N: -1.8203 -0.1512 -0.8427
C: -0.9418 -1.2160 -1.2148
C: -1.5441 -2.4988 -0.5109
S: -0.5573 -4.0291 -1.1011
C: 0.6024 -0.7746 -0.9495
N: 1.0456 -0.0966 -2.1066
H: -3.3438 0.4550 0.5045
H: -1.9141 0.6499 -1.5103
H: -1.1510 -1.3727 -2.2887
H: -1.2857 -2.3573 0.5643
H: -2.5640 -2.6190 -0.6694
H: -1.2104 -4.1032 -2.2809
H: 0.6070 -0.2212 -0.0104
H: 1.1048 -1.7649 -0.9187
H: 0.6060 0.8591 -2.1770
H: 2.0803 0.1011 -2.3404
H: -0.1414 -1.4350 3.3251
H: -0.2199 -1.1487 1.9037
O: 0.3125 -1.4754 2.4751
H: 1.3776 -0.0542 1.6352
H: 2.9090 0.3320 2.0119
O: 2.1611 0.5198 1.4263
H: 1.5691 3.4092 2.0108
H: 1.4525 2.2008 1.0561
O: 1.4420 3.0634 1.0762
H: 2.1644 -1.1264 4.0551
H: 2.6933 -1.9229 2.7027
O: 2.8341 -1.2997 3.3264
H: -2.7295 2.8060 -2.6567
H: -1.3889 2.5742 -2.8024
O: -2.1784 1.9822 -2.6040
H: 1.3542 3.3045 -0.7800
H: 0.0818 3.9432 -0.7548
O: 0.7940 3.9013 -1.4476

Atomic partial charges in e from the Löwdin method, atoms 1 to 8: atom 1 (O): -0.02, atom 2 (C): -0.29, atom 3 (N): 0.03, atom 4 (C): -0.35, atom 5 (C): -0.43, atom 6 (S): 0.67, atom 7 (C): -0.25, atom 8 (N): -0.02